Molecular formula: C5H4N2
Method: DFT, wB97M-V/def2-TZVPD

The value obtained for the LUMO energy is 0.185 eV. The maximum force is 1.4 eV/Å. For the orbital gap, the calculation gives 8.5 eV. The net charge is 0. The HOMO energy is -0.307 Eh. The molar mass comes out at 92.10 Da.

The geometry in XYZ format:
```
11
Properties=species:S:1:pos:R:3:mulliken_charge:R:1
C -0.1195 2.7089 -0.6866 0.266
C -0.0600 1.5440 -0.3851 -0.455
C 0.0648 0.1638 -0.0479 0.134
C 1.1946 -0.6323 -0.0218 -0.481
C 0.8287 -1.9713 0.2541 -0.544
N -0.5418 -1.9194 0.3873 -0.238
N -1.0042 -0.5897 0.3060 -0.115
H -0.1639 3.7421 -0.9548 0.414
H 2.2107 -0.2836 -0.1126 0.399
H -0.5661 -2.3456 1.3142 0.343
H -1.9692 -0.3739 0.0832 0.278
```

Molecular formula: C4H4Br2O2
Method: DFT, wB97M-V/def2-TZVPD

The value obtained for the LUMO energy is 0.522 eV. The maximum force is 5.5 eV/Å. For the orbital gap, the calculation gives 9.9 eV. The net charge is 0. The HOMO energy is -0.345 Eh. The molar mass comes out at 243.88 Da.

The geometry in XYZ format:
```
12
Properties=species:S:1:pos:R:3:mulliken_charge:R:1
C 1.2111 -0.3181 -1.7747 0.812
C -0.3490 -0.4579 0.5630 0.067
C 0.8305 0.0530 0.8898 -0.301
C -1.5649 0.4456 0.2848 -1.289
O 0.9699 0.7900 -1.8668 -0.374
O 1.5396 -1.3981 -1.6614 -0.365
Br 1.4179 1.8071 0.9788 -0.015
Br 2.1560 -1.2062 1.4715 -0.086
H -0.5178 -1.5089 0.2585 0.407
H -1.9703 0.7447 1.3095 0.284
H -2.2667 -0.1774 -0.1255 0.416
H -1.4563 1.2261 -0.3275 0.443
```

Molecular formula: C28H25NO2P
Method: DFT, wB97M-V/def2-TZVPD

The value obtained for the LUMO energy is 2.987 eV. The maximum force is 2.2 eV/Å. For the orbital gap, the calculation gives 6.7 eV. The net charge is -1. The HOMO energy is -0.137 Eh. The molar mass comes out at 438.49 Da.

The geometry in XYZ format:
```
57
Properties=species:S:1:pos:R:3:mulliken_charge:R:1
C 1.8458 -1.7137 -2.1367 -1.550
C 0.6178 -0.8852 -1.8422 0.825
C -0.3943 -1.5822 -1.0424 -1.156
C -1.7757 -1.4847 -1.4806 0.708
C -2.3044 -0.2277 -1.8691 -0.175
C -3.5767 -0.1325 -2.4346 -0.711
C -4.3613 -1.2798 -2.5815 -0.372
C -3.9073 -2.5037 -2.0737 -0.760
C -2.6553 -2.5950 -1.4767 -0.117
O 0.5092 0.2954 -2.1979 -0.714
H 1.5544 -2.5855 -2.7427 0.448
H 2.5868 -1.1322 -2.6965 0.342
H 2.2919 -2.0668 -1.1933 0.286
H -0.1172 -2.5880 -0.6989 0.664
H -1.6607 0.6489 -1.7804 0.432
H -3.9259 0.8483 -2.7654 0.373
H -5.3128 -1.2113 -3.1039 0.363
H -4.5314 -3.3876 -2.1490 0.365
H -2.3002 -3.5315 -1.0345 0.316
C 5.3502 0.0525 0.2770 -0.495
C 4.3404 0.3191 -0.6527 -0.740
C 3.1167 0.8468 -0.2178 -0.366
C 2.8536 0.9816 1.1449 0.189
P 1.1904 1.4494 1.6968 1.086
C 0.7251 2.9316 0.7590 0.201
C -0.5488 3.0447 0.1930 0.142
C -0.9034 4.2005 -0.5094 -0.574
C -0.0080 5.2720 -0.5858 -0.414
C 1.2464 5.1815 0.0271 -0.562
C 1.6121 4.0154 0.7065 -0.525
N 0.0839 0.4149 1.0355 0.128
C 0.0120 -0.8733 0.9437 -0.807
C -1.1520 -1.5941 1.5235 0.582
C -0.9609 -2.8653 2.0717 -0.319
C -2.0698 -3.5783 2.5186 -0.667
C -3.3525 -3.0430 2.3671 -0.506
C -3.5310 -1.7562 1.8480 -0.640
C -2.4185 -0.9844 1.5144 -0.045
O 1.1698 1.6266 3.1769 -0.887
C 3.8741 0.7359 2.0809 -0.595
C 5.1221 0.2895 1.6355 -0.385
H 6.3114 -0.3260 -0.0656 0.367
H 4.4907 0.1287 -1.7142 0.402
H 2.3569 1.1481 -0.9456 0.440
H -1.2578 2.2259 0.2896 0.075
H -1.8837 4.2625 -0.9788 0.384
H -0.2947 6.1885 -1.1034 0.337
H 1.9411 6.0205 -0.0136 0.353
H 2.5792 3.9392 1.2059 0.362
H 0.9477 -1.4599 0.8360 0.382
H 0.0565 -3.2519 2.1665 0.406
H -1.9137 -4.5485 2.9859 0.365
H -4.2278 -3.6323 2.6412 0.355
H -4.5272 -1.3374 1.7200 0.405
H -2.5126 0.0644 1.2209 0.219
H 3.6792 0.9076 3.1420 0.417
H 5.9203 0.1182 2.3587 0.366
```

Molecular formula: C3H6N2O2
Method: DFT, wB97M-V/def2-TZVPD

The value obtained for the LUMO energy is 0.833 eV. The SMILES is [H]/N=C/OCC(N)=O. The maximum force is 0.5 eV/Å. For the orbital gap, the calculation gives 10.9 eV. The net charge is 0. The HOMO energy is -0.369 Eh. The molar mass comes out at 102.09 Da.

The geometry in XYZ format:
```
13
Properties=species:S:1:pos:R:3:mulliken_charge:R:1
N -2.3586 -0.7717 0.4295 -0.368
C -1.5531 0.2779 0.1178 0.496
O -1.9046 1.4368 0.0420 -0.588
C -0.1457 -0.1972 -0.2010 -0.302
O 0.7474 0.5868 0.5672 -0.321
C 2.0067 0.6611 0.1175 0.124
N 2.4194 0.0132 -0.8882 -0.608
H -3.2927 -0.5909 0.7616 0.246
H -1.9259 -1.6688 0.5940 0.206
H 0.0673 -0.0812 -1.2668 0.311
H -0.0331 -1.2607 0.0549 0.204
H 2.5786 1.3587 0.7387 0.364
H 3.3942 0.2360 -1.0673 0.237
```

Molecular formula: C2H9N2S
Method: DFT, wB97M-V/def2-TZVPD

The value obtained for the LUMO energy is 4.210 eV. The maximum force is 2.0 eV/Å. For the orbital gap, the calculation gives 6.4 eV. The net charge is -1. The HOMO energy is -0.081 Eh. The molar mass comes out at 93.17 Da.

The geometry in XYZ format:
```
14
Properties=species:S:1:pos:R:3:mulliken_charge:R:1
C 0.7435 3.2512 0.2646 -0.732
S 1.5337 1.7457 -0.5119 -0.729
H 1.5466 3.9819 0.4358 0.214
H 0.4974 2.9396 1.2749 0.169
H -0.0343 3.6678 -0.3691 0.190
N -0.3206 -3.0839 0.2019 -0.760
C -0.5799 -1.9170 -0.6740 -0.185
N -0.4380 -0.6435 -0.0321 -0.372
H -1.0483 -3.0504 0.9220 0.287
H 0.4455 -2.7827 0.8076 0.238
H -1.6231 -1.9690 -0.9906 0.282
H 0.1145 -2.0012 -1.5178 0.228
H -1.1961 -0.0028 -0.1700 0.124
H 0.3590 -0.1357 0.3587 0.047
```

Molecular formula: C5H14
Method: DFT, wB97M-V/def2-TZVPD

The value obtained for the LUMO energy is 1.165 eV. The SMILES is CCC.CC. The maximum force is 1.3 eV/Å. For the orbital gap, the calculation gives 12.5 eV. The net charge is 0. The HOMO energy is -0.417 Eh. The molar mass comes out at 74.17 Da.

The geometry in XYZ format:
```
19
Properties=species:S:1:pos:R:3:mulliken_charge:R:1
C 1.8808 -0.1119 -0.8462 -0.658
C 2.8155 -0.2864 0.3409 -0.874
H 1.2686 0.7945 -0.8382 0.164
H 2.4431 -0.0726 -1.7780 0.380
H 1.2077 -0.9552 -0.9661 0.173
H 3.5703 -1.0326 0.1253 0.291
H 2.2624 -0.4749 1.2599 0.261
H 3.3495 0.6604 0.5398 0.256
C -1.8071 -0.0448 -0.4218 -0.087
C -1.8593 1.4010 0.0524 -1.134
C -1.5047 -0.9867 0.7296 -1.206
H -2.7511 -0.3534 -0.8665 0.318
H -1.0672 -0.1715 -1.2110 0.199
H -2.3866 2.0936 -0.5916 0.338
H -0.8479 1.7448 0.2639 0.262
H -0.6950 -0.6063 1.3525 0.263
H -2.3595 -1.0561 1.4013 0.398
H -2.3326 1.4356 1.0333 0.323
H -1.1872 -1.9776 0.4205 0.334
```

Molecular formula: C26H23CoO
Method: DFT, wB97M-V/def2-TZVPD

The value obtained for the LUMO energy (alpha / beta) is 2.424 / 2.425 eV. The maximum force is 3.8 eV/Å. Its multiplicity is 4. For the orbital gap (alpha / beta), the calculation gives 3.8 / 4.5 eV. The net charge is -1. The HOMO energy (alpha / beta) is -0.050 / -0.075 Eh. The molar mass comes out at 410.40 Da.

The geometry in XYZ format:
```
51
Properties=species:S:1:pos:R:3:mulliken_charge:R:1
C 0.1795 2.1781 1.5633 -0.175
C 0.8162 2.4846 0.2988 -0.690
C -0.1259 2.2578 -0.7111 -0.646
H 1.8398 2.7791 0.1926 0.482
C -1.3552 1.8433 -0.1061 -0.622
C -1.1740 1.7987 1.2954 -1.015
H -1.9070 1.5398 2.0317 0.408
H 0.6120 2.3090 2.5586 0.585
H 0.0443 2.3669 -1.7618 0.460
H -2.2408 1.5702 -0.6346 0.473
C 1.9969 -1.4361 0.3746 -1.053
C 2.2667 -0.5798 1.4579 -0.156
C 1.1322 -0.6664 2.3805 -0.842
H 3.1088 0.0674 1.5834 0.640
C 0.2151 -1.6161 1.8229 -1.010
C 0.7526 -2.0781 0.5960 -0.655
H 0.2881 -2.7692 -0.0768 0.484
H 2.6298 -1.5574 -0.4818 0.438
H 1.0257 -0.1719 3.3189 0.794
H -0.6966 -1.9334 2.2935 0.432
Co 0.2780 0.2050 0.4004 0.088
O -1.6726 -1.1463 -2.8174 -0.329
C -1.3854 -0.4011 -4.0439 -0.386
C -2.7786 -0.9537 -3.7678 -0.119
H -1.2171 0.6523 -3.9028 0.224
H -0.7829 -0.9264 -4.7638 0.279
H -3.5077 -0.2316 -3.4285 0.415
H -5.0761 -1.1253 -5.0943 0.342
C -4.5160 -2.0518 -5.1370 -0.533
C -3.2802 -2.1245 -4.4707 0.345
C -2.5659 -3.3313 -4.5130 -0.371
H -1.6296 -3.4017 -3.9749 0.411
C -3.0693 -4.4203 -5.2079 -0.515
H -2.5102 -5.3475 -5.2267 0.371
C -4.2889 -4.3310 -5.8744 -0.427
H -4.6789 -5.1835 -6.4146 0.362
C -5.0080 -3.1384 -5.8315 -0.458
H -5.9618 -3.0636 -6.3400 0.358
C 1.3136 0.9391 1.8528 0.578
C 2.0856 1.5588 2.9429 -0.442
C 2.8254 2.0909 3.9374 1.028
C 4.2359 2.1845 3.9544 -0.476
C 4.9878 2.4553 5.0562 -0.526
C 4.3185 2.9844 6.2058 -0.455
C 2.9669 3.1885 6.1070 -0.513
C 2.1919 2.6448 5.1189 -0.540
H 4.7531 1.9991 3.0170 0.366
H 6.0337 2.3100 5.1429 0.406
H 4.9114 3.1836 7.0573 0.397
H 2.5004 3.8010 6.8733 0.324
H 1.1188 2.5939 5.1471 0.463
```

Molecular formula: C56H47FGeI4N2O2P3Tl
Method: DFT, wB97M-V/def2-TZVPD

The value obtained for the LUMO energy is -1.353 eV. The maximum force is 0.8 eV/Å. For the orbital gap, the calculation gives 6.5 eV. The net charge is 0. The HOMO energy is -0.290 Eh. The molar mass comes out at 1676.53 Da.

The geometry in XYZ format:
```
117
Properties=species:S:1:pos:R:3:mulliken_charge:R:1
Tl -0.2340 -0.5309 0.5070 0.822
F 0.0205 4.5710 -4.8115 -0.586
Ge 0.1175 3.4852 -3.3760 1.174
C 1.4648 2.2952 -4.2949 -1.205
C 1.3988 2.5173 -5.6831 -0.021
C 2.2961 1.9522 -6.5706 -1.018
C 3.3013 1.1296 -6.0968 -1.037
C 3.3404 0.8433 -4.7492 -0.169
C 2.4358 1.3973 -3.8316 0.118
P 2.5335 0.7124 -2.1229 2.067
C 4.2224 1.1449 -1.5487 0.539
C 4.5365 0.7408 -0.2501 -0.507
C 5.8152 0.9017 0.2585 -0.653
C 6.8025 1.4866 -0.5229 -0.667
C 6.4897 1.9351 -1.7976 -0.712
C 5.2064 1.7744 -2.3052 -0.752
C 2.8409 -1.0337 -2.6512 0.338
C 4.0229 -1.7405 -2.4479 -0.475
C 4.1585 -3.0337 -2.9427 -0.672
C 3.1253 -3.6283 -3.6498 -0.903
C 1.9403 -2.9310 -3.8523 -0.149
C 1.8031 -1.6479 -3.3512 -0.190
C 0.5309 5.0722 -2.2170 -0.129
C 0.4833 6.2997 -2.9028 0.165
C 0.6614 7.5020 -2.2468 -0.866
C 0.8922 7.5267 -0.8842 -0.867
C 0.9269 6.3418 -0.1870 -0.316
C 0.7411 5.1171 -0.8370 -0.653
P 0.6931 3.6187 0.1790 1.937
C -0.6367 4.2573 1.2865 1.051
C -1.8508 4.4295 0.6187 -0.752
C -2.9500 4.9782 1.2559 -0.564
C -2.8588 5.3629 2.5872 -0.655
C -1.6679 5.1781 3.2656 -0.800
C -0.5657 4.6229 2.6258 -0.562
C 2.2877 3.8159 1.0693 0.345
C 3.3805 4.2252 0.2969 -0.554
C 4.6149 4.4587 0.8762 -0.653
C 4.7937 4.2636 2.2398 -0.609
C 3.7393 3.7909 3.0018 -0.700
C 2.5000 3.5555 2.4174 -0.493
C -1.8200 3.0043 -3.4579 -0.355
C -2.5235 4.0398 -4.1022 -0.129
C -3.8529 3.9197 -4.4451 -1.019
C -4.5241 2.7416 -4.1773 -0.965
C -3.8713 1.7233 -3.5208 -0.304
C -2.5319 1.8231 -3.1080 -0.033
P -1.8770 0.2933 -2.2324 2.147
C -3.3263 -0.0267 -1.1221 0.650
C -3.7090 -1.3112 -0.7198 0.340
C -4.8061 -1.4993 0.1103 -0.862
C -5.5151 -0.4140 0.5987 -0.802
C -5.0976 0.8694 0.2737 -1.007
C -4.0186 1.0570 -0.5779 -0.523
C -2.0883 -0.7810 -3.7142 0.898
C -2.9443 -1.8661 -3.8414 -0.324
C -2.9884 -2.5900 -5.0264 -0.614
C -2.1810 -2.2426 -6.0966 -0.794
C -1.3309 -1.1496 -5.9844 -0.537
C -1.2908 -0.4266 -4.8049 -0.812
H 0.6324 3.1554 -6.0849 0.557
H 2.2019 2.1613 -7.6286 0.435
H 4.0329 0.6978 -6.7679 0.441
H 4.0808 0.1383 -4.3955 0.587
H 3.7675 0.2931 0.3726 0.397
H 6.0396 0.5756 1.2662 0.454
H 7.8035 1.6151 -0.1317 0.384
H 7.2487 2.4101 -2.4065 0.374
H 4.9763 2.1511 -3.2928 0.422
H 4.8531 -1.2902 -1.9183 0.353
H 5.0833 -3.5730 -2.7777 0.422
H 3.2389 -4.6313 -4.0406 0.364
H 1.1137 -3.3853 -4.3826 0.503
H 0.8683 -1.1196 -3.4918 -0.220
H 0.3158 6.3049 -3.9679 0.559
H 0.6155 8.4275 -2.8067 0.414
H 1.0312 8.4668 -0.3654 0.439
H 1.0906 6.3527 0.8846 0.312
H -1.9220 4.1566 -0.4304 0.128
H -3.8739 5.1199 0.7084 0.471
H -3.7098 5.8063 3.0881 0.382
H -1.5855 5.4761 4.3037 0.438
H 0.3531 4.5249 3.1827 0.321
H 3.2570 4.3839 -0.7680 0.279
H 5.4391 4.7921 0.2594 0.453
H 5.7546 4.4601 2.6977 0.393
H 3.8730 3.6006 4.0599 0.417
H 1.7140 3.1428 3.0292 0.551
H -2.0052 4.9506 -4.3602 0.575
H -4.3540 4.7370 -4.9480 0.392
H -5.5559 2.6157 -4.4806 0.446
H -4.4118 0.8080 -3.3123 0.387
H -3.1343 -2.1647 -1.0486 -0.045
H -5.0966 -2.5051 0.3864 0.283
H -6.3677 -0.5617 1.2495 0.343
H -5.6211 1.7312 0.6700 0.417
H -3.7267 2.0622 -0.8327 0.259
H -3.5818 -2.1661 -3.0251 0.206
H -3.6532 -3.4409 -5.1030 0.432
H -2.2107 -2.8180 -7.0131 0.375
H -0.6987 -0.8579 -6.8140 0.494
H -0.6313 0.4331 -4.7339 0.243
N 1.0769 -3.0459 0.4740 -0.264
N 0.2511 -3.9145 -0.2573 0.072
C -0.6832 -3.3960 -1.1866 -0.237
O -1.1726 -4.2054 -1.9683 -0.758
O -0.9520 -2.1509 -1.0912 -0.024
H 1.9875 -2.9477 0.0333 0.152
H 1.1968 -3.4178 1.4098 0.184
H 0.6635 -4.7797 -0.5741 0.224
I 0.2702 -0.9862 4.1912 0.049
C -1.8038 -0.5964 4.5493 -1.013
I -2.9426 0.1072 2.9029 0.251
H -1.8424 0.1508 5.3311 0.456
H -2.2323 -1.5369 4.8710 0.444
I -1.8764 -3.7134 2.4499 0.229
I -3.2937 -5.1714 0.7534 -0.219
```